Density functional theory data (ωB97M-V/def2-TZVPD) for a molecular structure, C50H52As2BaClN4O9S3 at a distorted geometry.

Output
**Highest occupied orbital energy**: -1.96 eV
**Lowest unoccupied orbital energy**: 1.424 eV
**Electronic energy**: -244464.4269 eV
**Charge**: -1

CARTESIAN COORDINATES (ANGSTROEM)
C  -5.05  -3.71  0.69
H  -5.03  1.37  -0.39
C  -4.38  -0.35  5.52
C  1.72  -1.28  6.66
H  1.39  4.37  -1.23
C  0.57  -0.82  6.01
O  2.31  3.83  -2.97
N  -0.30  1.62  3.32
C  -3.20  1.79  0.64
As  3.06  0.33  -6.56
H  5.61  -1.34  -3.62
C  2.52  -1.37  -5.69
H  -5.21  0.74  7.18
C  -5.39  2.31  1.52
Cl  -0.39  1.82  -2.93
H  2.06  -2.50  -10.01
C  -3.41  2.81  2.83
H  2.60  5.73  2.35
H  0.87  -0.10  -7.93
C  -2.62  2.29  1.81
C  -3.22  1.41  6.71
N  -0.28  1.68  0.92
C  -4.51  -2.56  0.12
C  -0.07  -4.40  5.24
C  0.88  -4.81  -3.34
H  -2.83  -1.19  0.11
N  -1.13  -0.57  2.42
C  1.93  -3.01  -9.04
H  -6.02  -4.07  0.37
O  1.85  -3.56  -6.38
O  1.33  -3.72  -4.05
H  1.72  5.69  -2.41
C  2.87  4.39  -7.98
O  2.19  -2.12  -8.02
H  -5.42  3.19  3.50
C  2.12  4.75  -1.97
Ba  0.77  -0.20  -0.91
H  1.84  -0.40  2.89
C  1.02  -5.15  4.77
H  0.24  -4.48  -2.49
H  5.84  0.43  -3.37
C  -4.58  1.80  0.50
H  0.16  -2.32  -3.53
H  -0.36  -0.73  6.55
C  2.12  -2.42  -6.70
S  -0.76  0.15  3.77
H  -1.25  7.13  1.03
C  0.63  -0.52  4.65
H  -1.84  -0.20  -0.91
C  1.50  -4.94  3.48
H  3.76  5.00  -7.72
C  2.79  2.58  -2.77
H  -0.43  -4.52  6.25
C  -3.09  -3.92  2.11
H  0.50  0.62  -6.32
H  0.27  -5.46  -4.00
O  2.88  3.21  -7.26
O  2.38  -2.79  -2.34
H  1.70  3.42  2.50
H  2.63  -3.87  -8.99
H  1.49  -5.87  5.42
C  2.96  1.57  -3.89
H  1.74  -5.40  -2.95
H  5.26  -0.18  -4.96
H  -6.47  2.30  1.42
C  -3.26  -2.09  0.54
C  2.10  -2.74  -3.53
H  1.66  -1.52  7.72
S  -0.99  -2.08  2.05
C  -4.80  2.82  2.68
H  -3.30  -1.22  3.87
O  2.84  4.19  -5.27
H  -2.56  1.36  -0.12
H  1.95  4.96  -7.77
H  -1.24  1.88  5.98
O  3.03  2.22  -1.63
C  2.92  1.80  -5.24
C  1.56  5.54  2.11
H  2.75  -0.20  0.80
C  -2.12  1.25  5.87
C  2.84  3.15  -5.90
C  2.92  -1.42  5.96
C  -2.56  -2.77  1.54
C  5.21  -0.34  -3.86
C  -4.34  -4.39  1.69
S  -0.85  2.31  2.00
C  1.06  4.25  2.20
O  -0.26  -1.99  -2.70
C  -0.66  -3.45  4.41
C  0.73  6.58  1.69
C  -3.27  -0.51  4.68
H  3.81  -1.78  6.47
H  3.89  -1.22  4.04
C  -2.15  0.28  4.87
H  0.88  -3.37  -8.96
H  -4.76  -5.28  2.14
H  2.91  4.15  -9.07
H  -2.56  -4.46  2.88
C  1.83  -0.64  3.95
H  -2.14  4.82  1.17
C  0.91  -3.99  2.65
C  2.97  -1.10  4.60
H  1.12  7.59  1.62
H  2.35  -5.51  3.12
C  -0.27  3.99  1.87
C  1.20  0.65  -7.19
As  3.36  -0.20  -3.16
H  -1.48  -2.83  4.77
C  -0.61  6.32  1.37
H  -5.05  -2.02  -0.65
H  -5.26  -0.96  5.36
H  1.10  1.64  -7.68
N  -0.26  -2.05  0.88
H  1.29  -3.81  1.65
C  -0.17  -3.24  3.12
H  -3.20  2.17  7.49
H  -1.14  -2.45  -2.66
C  -4.35  0.61  6.54
C  2.56  -1.54  -4.33
H  -2.95  3.17  3.74
H  3.09  4.98  -1.47
C  -1.11  5.02  1.45

Results of the Mulliken charge analysis, in e, for atoms 1 through 99:
1 C -0.52
2 H 0.46
3 C -0.96
4 C -0.88
5 H 0.16
6 C -0.08
7 O -0.07
8 N -0.46
9 C -0.24
10 As -0.40
11 H 0.37
12 C 0.90
13 H 0.41
14 C -0.50
15 Cl -0.59
16 H 0.22
17 C -0.17
18 H 0.40
19 H 0.34
20 C 0.33
21 C -0.77
22 N -0.39
23 C -1.01
24 C -0.78
25 C -0.69
26 H 0.10
27 N 0.40
28 C -0.71
29 H 0.37
30 O -0.57
31 O -0.14
32 H 0.25
33 C -0.71
34 O -0.25
35 H 0.38
36 C -0.62
37 Ba -1.39
38 H 0.02
39 C -0.59
40 H 0.23
41 H 0.36
42 C -0.61
43 H 0.14
44 H 0.44
45 C 0.26
46 S 1.57
47 H 0.39
48 C 0.56
49 H 0.00
50 C -0.79
51 H 0.28
52 C -0.26
53 H 0.43
54 C 0.15
55 H 0.40
56 H 0.21
57 O -0.26
58 O -0.68
59 H 0.48
60 H 0.28
61 H 0.38
62 C 0.67
63 H 0.27
64 H 0.43
65 H 0.36
66 C -0.43
67 C -0.51
68 H 0.43
69 S 1.99
70 C -0.85
71 H 0.37
72 O -0.55
73 H 0.28
74 H 0.31
75 H 0.51
76 O -0.59
77 C 0.80
78 C -0.68
79 H -0.23
80 C -0.58
81 C 0.33
82 C -0.50
83 C 0.10
84 C -1.16
85 C -0.89
86 S 0.98
87 C -0.32
88 O -0.09
89 C 0.43
90 C -0.51
91 C -0.07
92 H 0.40
93 H 0.50
94 C 0.28
95 H 0.30
96 H 0.41
97 H 0.21
98 H 0.37
99 C -0.18

---

Density functional theory data (ωB97M-V/def2-TZVPD) for a molecular structure, C19H28AuNO5Si3.

Output
**Highest occupied orbital energy (spin up / spin down)**: -8.02 / -9.23 eV
**Lowest unoccupied orbital energy (spin up / spin down)**: -0.553 / -2.601 eV
**Expectation value of S²**: 2.021
**Spin multiplicity**: 3
**Electronic energy**: -59211.0095 eV

CARTESIAN COORDINATES (ANGSTROEM)
H  -0.45  3.48  0.16
C  3.74  3.84  -0.51
H  -0.29  1.51  3.74
Si  -1.08  0.13  1.86
H  -1.36  -2.66  -2.95
H  -1.99  3.14  0.97
H  -3.70  -1.73  -0.46
C  1.31  -4.78  0.18
O  3.60  0.24  -0.39
N  1.37  -2.07  -0.14
Au  1.29  0.13  -0.20
O  3.27  4.94  -0.52
H  -2.00  -1.03  -3.09
C  -0.59  -1.50  2.68
C  -3.41  1.20  -1.28
H  -0.26  -1.28  -3.02
C  2.50  -2.72  0.13
H  -3.85  2.06  -1.78
C  -1.49  3.16  0.00
H  -1.98  3.93  -0.60
H  -3.00  -3.33  -0.67
H  -3.56  0.34  -1.93
H  0.48  -1.71  2.55
O  6.37  1.31  -0.54
H  -0.79  -4.60  -0.22
H  -0.74  0.97  -3.23
H  -0.76  -1.40  3.76
O  6.15  4.26  -0.61
H  3.40  -2.12  0.21
C  0.20  -2.70  -0.27
C  -2.86  -2.36  -0.19
C  -2.88  0.44  2.30
H  0.32  2.13  -2.42
C  -1.22  -1.63  -2.63
H  -3.22  1.42  1.95
Si  -1.26  -1.56  -0.76
C  3.01  2.54  -0.41
H  -1.15  -2.37  2.34
H  -3.00  0.42  3.39
H  3.44  -4.60  0.53
C  -0.72  1.84  -2.58
H  -3.96  1.03  -0.35
H  1.05  1.15  2.65
C  -0.01  1.43  2.68
O  1.78  2.38  -0.32
C  0.15  -4.08  -0.11
Si  -1.59  1.55  -0.94
C  -0.85  0.08  -0.01
H  -3.54  -0.31  1.87
C  2.51  -4.09  0.30
C  5.24  3.49  -0.55
H  -1.21  2.66  -3.10
H  -0.11  2.42  2.23
C  3.95  1.44  -0.43
H  -2.89  -2.51  0.89
H  1.29  -5.86  0.31
C  5.35  1.96  -0.51

natural (NBO) analysis output, partial charges in e:
1 H 0.26
2 C 0.35
3 H 0.24
4 Si 1.73
5 H 0.24
6 H 0.23
7 H 0.25
8 C -0.14
9 O -0.61
10 N -0.50
11 Au 1.07
12 O -0.44
13 H 0.24
14 C -1.13
15 C -1.14
16 H 0.24
17 C 0.05
18 H 0.24
19 C -1.14
20 H 0.24
21 H 0.24
22 H 0.23
23 H 0.23
24 O -0.44
25 H 0.23
26 H 0.23
27 H 0.24
28 O -0.42
29 H 0.23
30 C -0.17
31 C -1.15
32 C -1.14
33 H 0.24
34 C -1.14
35 H 0.24
36 Si 1.74
37 C 0.36
38 H 0.23
39 H 0.24
40 H 0.23
41 C -1.13
42 H 0.24
43 H 0.23
44 C -1.13
45 O -0.61
46 C -0.24
47 Si 1.74
48 C -1.82
49 H 0.23
50 C -0.25
51 C 0.38
52 H 0.24
53 H 0.25
54 C 0.28
55 H 0.24
56 H 0.23
57 C 0.36

---

Question: Among the records above, which one has the highest electronic energy?
Answer: C19H28AuNO5Si3